[1]
Molecular formula: C21H56AsF6O22S7V
Method: DFT, the ωB97M-V functional and the def2-TZVPD basis

Summary:
Charge = +1
Energy relative to the best compared isomer or geometry (same formula, charge and spin) = 10.4063 eV
⟨S²⟩ = 1.0365
Gap between HOMO and LUMO (alpha / beta) = 4.4 / 5.1 eV
Spin multiplicity = 2
HOMO (alpha / beta) = -11.96 / -11.96 eV
Electronic energy = -246394.798 eV
LUMO level (alpha / beta) = -7.594 / -6.891 eV

Positions of all 114 atoms, in Å:
O: -2.520 0.453 -4.183
V: -3.540 0.615 -2.936
As: 0.114 0.443 -1.301
F: -1.490 0.269 -2.033
F: 0.545 -0.854 -2.398
F: 1.771 0.536 -0.664
F: -0.449 1.780 -0.260
F: -0.344 -0.823 -0.041
F: 0.494 1.629 -2.678
O: -2.630 -3.831 -4.399
S: -2.695 -3.203 -3.086
O: -3.102 -1.817 -2.975
O: -3.717 -4.019 -2.057
C: -3.794 -5.401 -2.235
C: -4.683 -5.903 -1.097
C: -1.162 -3.435 -2.122
H: -2.821 -5.888 -2.173
H: -4.063 -5.568 -3.278
H: -5.691 -5.498 -1.187
H: -4.398 -5.563 -0.102
H: -4.821 -6.984 -1.127
H: -1.128 -3.069 -1.096
H: -0.380 -2.854 -2.610
H: -0.990 -4.510 -2.174
O: 3.147 5.147 2.128
S: 2.935 5.240 0.651
O: 3.302 6.486 -0.079
O: 3.842 4.005 0.006
C: 3.945 2.755 0.619
C: 4.670 1.834 -0.296
C: 1.369 4.572 0.055
H: 2.936 2.412 0.848
H: 4.451 2.920 1.571
H: 4.428 2.013 -1.344
H: 4.237 0.839 -0.199
H: 5.754 1.824 -0.176
H: 1.397 4.586 -1.034
H: 0.637 5.139 0.630
H: 1.050 3.627 0.494
O: -0.390 3.352 3.376
S: 0.371 2.086 3.559
O: 1.744 1.849 3.090
O: 0.286 1.589 5.137
C: -0.685 2.255 5.932
C: -0.703 1.535 7.304
C: -0.629 0.721 2.911
H: -1.655 2.207 5.436
H: -0.410 3.304 6.041
H: -1.456 1.987 7.950
H: 0.307 1.428 7.701
H: -0.988 0.512 7.060
H: -1.491 0.490 3.537
H: -0.117 -0.240 2.867
H: -0.989 0.851 1.891
O: 5.704 -2.571 -3.182
S: 4.938 -1.588 -3.989
O: 5.556 -0.563 -4.826
O: 3.892 -2.342 -5.016
C: 3.509 -3.668 -4.701
C: 2.653 -3.677 -3.417
C: 3.791 -0.800 -2.766
H: 4.348 -4.362 -4.727
H: 2.886 -4.047 -5.511
H: 2.361 -4.705 -3.199
H: 1.721 -3.134 -3.572
H: 3.108 -3.369 -2.476
H: 4.083 0.249 -2.814
H: 3.894 -1.153 -1.740
H: 2.775 -0.990 -3.114
O: -4.481 -0.311 1.602
S: -4.302 -1.028 0.330
O: -4.178 -0.392 -0.964
O: -3.028 -2.008 0.524
C: -2.934 -2.661 1.765
C: -1.951 -3.816 1.468
C: -5.686 -2.320 0.244
H: -3.870 -3.086 2.129
H: -2.543 -2.068 2.593
H: -0.985 -3.345 1.285
H: -2.255 -4.532 0.705
H: -1.890 -4.448 2.354
H: -5.684 -3.089 -0.528
H: -6.551 -1.762 -0.117
H: -5.831 -2.733 1.242
O: 3.655 -3.319 5.682
S: 3.638 -1.845 5.606
O: 4.472 -1.105 6.551
O: 4.118 -1.276 4.051
C: 3.701 -2.013 2.893
C: 4.065 -1.174 1.675
C: 1.887 -1.401 5.738
H: 2.661 -2.339 2.905
H: 4.293 -2.928 2.857
H: 3.873 -1.697 0.738
H: 5.062 -0.734 1.692
H: 3.390 -0.319 1.627
H: 1.307 -2.140 5.184
H: 1.768 -0.396 5.334
H: 1.589 -1.357 6.786
O: -2.299 2.764 -2.987
S: -1.845 4.206 -2.906
O: -0.541 4.648 -3.353
O: -3.071 5.060 -3.681
C: -3.045 6.484 -3.662
C: -3.286 6.869 -5.139
C: -2.060 4.813 -1.211
H: -2.102 6.945 -3.370
H: -3.810 6.927 -3.025
H: -3.327 7.955 -5.224
H: -4.293 6.549 -5.405
H: -2.487 6.573 -5.819
H: -3.080 5.128 -0.992
H: -1.289 5.574 -1.088
H: -1.800 4.035 -0.493

---

[2]
Molecular formula: C21H43BrIN4O5
Method: DFT, the ωB97M-V functional and the def2-TZVPD basis

Summary:
Charge = +1
Gap between HOMO and LUMO = 5.6 eV
HOMO = -10.93 eV
Electronic energy = -116797.086 eV
LUMO level = -5.381 eV

Positions of all 75 atoms, in Å:
C: 3.727 -2.014 0.343
C: 3.564 -0.381 0.660
Br: 3.125 -0.272 2.638
C: 2.460 0.357 -0.301
C: 0.995 -0.375 -0.089
C: -0.032 0.173 1.068
N: -1.384 -0.460 1.371
C: -1.824 -1.669 0.564
I: -3.751 -2.678 1.000
C: -0.924 -2.334 -0.679
C: 0.551 -1.672 -1.043
C: 1.546 -2.244 -2.255
O: 1.882 -1.441 -3.294
O: 2.120 -3.605 -2.200
H: 4.010 -2.216 -0.789
H: 4.541 -2.403 1.095
H: 2.699 -2.592 0.519
H: 4.618 0.168 0.546
H: 2.825 0.264 -1.431
H: 2.434 1.519 -0.077
H: 0.333 1.121 1.688
H: -1.938 -0.029 2.157
H: -1.303 -3.260 -1.306
H: 1.489 -4.205 -2.696
C: -3.107 -2.670 -5.575
C: -3.200 -3.235 -4.159
C: -3.530 -4.745 -4.119
O: -4.903 -5.053 -4.374
C: -5.245 -5.105 -5.751
N: -4.178 -2.448 -3.394
H: -4.087 -2.533 -6.039
H: -2.623 -1.685 -5.559
H: -2.510 -3.323 -6.219
H: -2.215 -3.102 -3.694
H: -3.333 -5.104 -3.102
H: -2.872 -5.320 -4.782
H: -4.430 -5.497 -6.366
H: -5.547 -4.116 -6.099
H: -6.109 -5.768 -5.860
H: -4.168 -2.768 -2.425
H: -5.109 -2.716 -3.726
C: 4.358 3.518 6.790
C: 3.955 2.087 6.443
C: 5.029 1.038 6.814
O: 6.137 0.987 5.910
C: 7.136 1.965 6.153
N: 3.607 2.022 5.017
H: 5.093 3.930 6.094
H: 3.483 4.178 6.755
H: 4.775 3.574 7.801
H: 3.056 1.855 7.026
H: 4.562 0.047 6.760
H: 5.375 1.161 7.847
H: 7.256 2.180 7.219
H: 6.908 2.878 5.602
H: 8.087 1.581 5.770
H: 3.249 1.089 4.810
H: 4.483 2.066 4.487
C: -2.342 4.077 -2.767
C: -2.876 2.745 -2.245
C: -4.046 2.899 -1.247
O: -3.649 3.299 0.068
C: -3.452 4.697 0.220
N: -1.763 1.982 -1.660
H: -1.729 4.603 -2.030
H: -1.709 3.914 -3.647
H: -3.162 4.738 -3.065
H: -3.254 2.189 -3.111
H: -4.514 1.914 -1.124
H: -4.826 3.564 -1.638
H: -4.148 5.281 -0.388
H: -2.421 4.958 -0.021
H: -3.617 4.949 1.272
H: -2.105 1.056 -1.398
H: -1.536 2.417 -0.761

---

[3]
Molecular formula: C23H19F5MnN6O4
Method: DFT, the ωB97M-V functional and the def2-TZVPD basis

Summary:
Charge = +1
Energy relative to the best compared isomer or geometry (same formula, charge and spin) = 0.8094 eV
⟨S²⟩ = 6.0677
Gap between HOMO and LUMO (alpha / beta) = 6.2 / 7.8 eV
Spin multiplicity = 5
HOMO (alpha / beta) = -10.89 / -10.96 eV
Electronic energy = -86193.764 eV
LUMO level (alpha / beta) = -4.681 / -3.132 eV

Positions of all 58 atoms, in Å:
Mn: 0.107 -0.679 0.078
C: -0.025 2.805 3.203
C: 0.056 1.418 2.618
O: -0.270 1.271 1.427
C: 0.515 0.342 3.472
C: 0.835 0.546 4.826
C: 1.302 -0.472 5.624
C: 1.489 -1.751 5.090
C: 1.192 -1.997 3.776
C: 0.677 -0.979 2.935
O: 0.372 -1.272 1.719
H: -0.350 3.508 2.442
H: 0.941 3.117 3.588
H: -0.737 2.828 4.024
H: 0.698 1.519 5.272
H: 1.531 -0.288 6.665
H: 1.852 -2.553 5.718
H: 1.352 -2.964 3.323
N: -5.123 1.155 0.575
C: -4.269 0.119 0.588
C: -2.906 0.246 0.213
N: -2.079 -0.783 0.289
C: -2.567 -1.957 0.705
C: -3.908 -2.074 1.047
N: -4.742 -1.058 1.003
H: -4.883 2.039 0.164
H: -6.089 0.974 0.797
H: -2.506 1.187 -0.142
H: -1.886 -2.791 0.767
H: -4.321 -3.018 1.364
F: 3.469 -3.995 -4.312
C: 2.615 -3.163 -3.712
C: 1.868 -3.593 -2.614
F: 2.044 -4.823 -2.134
C: 0.990 -2.709 -2.021
F: 0.299 -3.034 -0.888
C: 0.826 -1.367 -2.439
O: 0.041 -0.560 -1.796
C: 1.626 -0.967 -3.529
F: 1.613 0.328 -3.895
C: 2.493 -1.849 -4.158
F: 3.255 -1.426 -5.169
C: 5.050 -0.826 -0.651
N: 4.106 0.268 -0.706
C: 4.454 1.529 -1.031
C: 3.539 2.531 -1.086
C: 2.186 2.208 -0.778
N: 1.877 0.969 -0.408
C: 2.788 -0.015 -0.404
O: 2.439 -1.175 -0.153
N: 1.196 3.097 -0.833
H: 6.056 -0.452 -0.816
H: 4.806 -1.574 -1.406
H: 4.978 -1.308 0.324
H: 5.497 1.698 -1.257
H: 3.824 3.529 -1.369
H: 1.333 4.023 -1.199
H: 0.266 2.745 -0.650

---

[4]
Molecular formula: C3H10N2O
Method: DFT, the ωB97M-V functional and the def2-TZVPD basis

Summary:
Energy relative to the best compared isomer or geometry (same formula, charge and spin) = 2.6825 eV
Gap between HOMO and LUMO = 9.7 eV
HOMO = -8.62 eV
Electronic energy = -8298.822 eV
LUMO level = 1.131 eV

Positions of all 16 atoms, in Å:
C: -2.166 0.008 0.473
C: -1.717 -0.223 1.705
N: -0.679 0.378 -1.950
H: -0.630 1.294 -2.380
H: -0.696 -0.308 -2.697
H: -2.464 -0.795 -0.180
H: -2.395 1.005 0.131
H: -1.635 -1.227 2.095
H: 0.311 -0.210 1.092
H: -1.593 0.575 2.422
N: 3.112 -0.131 -0.097
C: 1.791 -0.085 -0.131
O: 1.299 -0.217 1.118
H: 3.631 -0.277 0.768
H: 3.640 -0.030 -0.947
H: 0.194 0.244 -1.422

---

[5]
Molecular formula: C9H11BiNO5
Method: DFT, the ωB97M-V functional and the def2-TZVPD basis

Summary:
Charge = +3
Gap between HOMO and LUMO (alpha / beta) = 4.0 / 3.9 eV
HOMO (alpha / beta) = -18.57 / -18.54 eV
Electronic energy = -27041.617 eV
LUMO level (alpha / beta) = -14.598 / -14.608 eV

Positions of all 27 atoms, in Å:
Bi: -0.896 -0.015 -0.216
O: -4.262 0.147 0.651
C: -3.148 -0.020 0.423
C: 1.036 -1.268 -1.296
O: 2.104 -1.581 -1.542
C: -1.143 0.933 -2.683
O: -1.439 1.229 -3.744
C: -0.710 -2.194 0.850
O: -0.549 -3.066 1.577
C: -3.020 -3.694 -2.855
H: -3.463 -4.215 -2.002
H: -3.708 -3.115 -3.472
C: -1.736 -3.902 -3.219
H: -1.286 -3.426 -4.098
H: -1.064 -4.554 -2.647
C: 2.213 1.586 3.109
N: 1.891 2.386 1.906
C: 2.379 3.760 1.639
C: 1.068 1.752 1.097
O: 0.607 0.629 1.522
H: 2.850 2.102 3.852
H: 2.739 0.660 2.801
H: 1.266 1.298 3.606
H: 2.986 3.778 0.713
H: 1.505 4.416 1.458
H: 2.982 4.198 2.465
H: 0.797 2.177 0.106

---

[6]
Molecular formula: C9H7N4O2
Method: DFT, the ωB97M-V functional and the def2-TZVPD basis

Summary:
Charge = -1
⟨S²⟩ = 2.0248
Gap between HOMO and LUMO (alpha / beta) = 6.1 / 6.4 eV
Spin multiplicity = 3
HOMO (alpha / beta) = -2.43 / -5.04 eV
Electronic energy = -19498.392 eV
LUMO level (alpha / beta) = 3.619 / 1.383 eV

Positions of all 22 atoms, in Å:
C: -0.200 -2.060 0.498
C: -1.481 -2.357 0.826
C: 0.073 -0.944 -0.516
C: 2.824 1.159 0.219
C: -2.548 -1.491 0.384
C: 2.133 0.011 0.553
C: 2.331 1.468 -1.048
C: -1.058 0.146 -0.373
C: -1.614 2.456 -0.141
N: -2.308 -0.327 -0.133
N: 1.273 -0.249 -0.375
N: 1.403 0.606 -1.368
N: -0.738 1.387 -0.542
O: -1.903 2.337 1.046
O: -1.782 3.364 -0.936
H: 0.447 -2.697 0.834
H: -1.609 -3.148 1.555
H: -0.010 -1.391 -1.430
H: 3.677 1.626 0.780
H: -3.588 -1.729 0.395
H: 2.193 -0.491 1.498
H: 2.486 2.325 -1.727

---

[7]
Molecular formula: C31H52CoP2
Method: DFT, the ωB97M-V functional and the def2-TZVPD basis

Summary:
Charge = +1
⟨S²⟩ = 6.0323
Gap between HOMO and LUMO (alpha / beta) = 8.1 / 7.3 eV
Spin multiplicity = 5
HOMO (alpha / beta) = -9.79 / -10.85 eV
Electronic energy = -89186.886 eV
LUMO level (alpha / beta) = -1.700 / -3.500 eV

Positions of all 86 atoms, in Å:
Co: -0.290 0.050 0.567
C: -2.014 1.732 0.200
C: -2.449 0.838 -0.814
C: -2.223 -0.385 1.147
C: -1.913 1.010 1.440
C: -2.569 -0.457 -0.250
C: -1.927 3.203 0.063
H: -1.538 3.484 -0.926
H: -1.290 3.640 0.843
H: -2.922 3.671 0.161
C: -1.907 1.595 2.809
H: -1.608 2.650 2.787
H: -1.244 1.039 3.483
H: -2.918 1.553 3.244
C: -2.501 -1.419 2.171
H: -3.583 -1.469 2.374
H: -1.996 -1.179 3.114
H: -2.172 -2.412 1.829
C: -3.211 -1.615 -0.918
H: -4.311 -1.529 -0.894
H: -2.946 -2.558 -0.426
H: -2.911 -1.674 -1.973
C: -2.912 1.241 -2.158
H: -3.905 1.726 -2.117
H: -2.973 0.384 -2.838
H: -2.222 1.960 -2.613
C: 1.366 0.665 -3.079
C: 0.320 1.486 -3.237
C: -0.328 1.755 -4.567
C: -1.216 0.622 -5.165
C: -1.289 -0.678 -4.415
C: -0.236 -1.494 -4.263
C: 1.108 -1.208 -4.875
C: 1.989 -0.102 -4.215
H: 0.437 2.020 -5.316
H: -0.851 0.428 -6.187
H: -0.971 2.645 -4.450
H: 2.323 0.583 -5.013
H: 1.852 0.529 -2.104
H: -0.097 2.044 -2.392
H: 2.894 -0.597 -3.821
H: 1.688 -2.147 -4.851
H: -0.345 -2.503 -3.853
H: 0.979 -0.942 -5.938
H: -2.242 1.013 -5.265
H: -2.305 -1.015 -4.177
P: 1.502 1.883 0.668
C: 1.301 2.835 2.234
H: 2.193 3.458 2.389
H: 1.197 2.158 3.088
H: 0.412 3.476 2.195
C: 3.293 1.480 0.763
H: 3.843 2.393 1.034
H: 3.642 1.122 -0.212
H: 3.507 0.715 1.514
C: 1.617 3.264 -0.537
H: 1.964 2.885 -1.507
H: 2.330 4.012 -0.153
H: 0.645 3.745 -0.689
P: 0.678 -2.129 0.172
C: -0.389 -3.235 -0.842
H: 0.203 -4.078 -1.229
H: -0.787 -2.682 -1.702
H: -1.214 -3.635 -0.236
C: 2.097 -2.106 -1.001
H: 1.724 -2.046 -2.031
H: 2.712 -3.012 -0.873
H: 2.718 -1.228 -0.811
C: 1.262 -3.324 1.446
H: 1.521 -4.297 0.998
H: 0.488 -3.483 2.204
H: 2.140 -2.927 1.967
C: 1.043 -0.489 2.563
C: 1.095 -0.767 3.973
C: 1.995 -0.060 4.825
C: 2.104 -0.403 6.167
C: 1.329 -1.454 6.679
C: 0.410 -2.138 5.870
C: 0.273 -1.781 4.529
H: 0.253 0.264 2.266
H: 2.026 -0.439 2.082
H: 2.607 0.738 4.395
H: 2.806 0.131 6.812
H: 1.446 -1.750 7.719
H: -0.185 -2.959 6.271
H: -0.422 -2.320 3.877

---

[8]
Molecular formula: C4H5NO2S
Method: DFT, the ωB97M-V functional and the def2-TZVPD basis

Summary:
Energy relative to the best compared isomer or geometry (same formula, charge and spin) = 5.6644 eV
Gap between HOMO and LUMO = 7.9 eV
SMILES = C/C(=N/O)C(=S)C=O
HOMO = -9.53 eV
Electronic energy = -20644.515 eV
LUMO level = -1.663 eV

Positions of all 13 atoms, in Å:
C: -0.712 -1.702 -0.797
C: -0.552 -0.249 -0.161
N: -1.544 0.710 -0.151
O: -0.813 1.899 0.220
C: 0.824 0.032 -0.017
S: 1.876 0.057 -1.264
C: 1.417 0.784 1.165
O: 1.209 0.313 2.357
H: -1.858 -2.026 -0.889
H: -0.335 -1.739 -1.783
H: -0.197 -2.366 -0.041
H: -1.446 2.500 0.417
H: 2.129 1.788 0.945

---

[9]
Molecular formula: CH5NO2S
Method: DFT, the ωB97M-V functional and the def2-TZVPD basis

Summary:
Energy relative to the best compared isomer or geometry (same formula, charge and spin) = 2.1727 eV
⟨S²⟩ = 2.0137
Gap between HOMO and LUMO (alpha / beta) = 9.7 / 7.3 eV
Spin multiplicity = 3
HOMO (alpha / beta) = -9.13 / -10.06 eV
Electronic energy = -17532.140 eV
LUMO level (alpha / beta) = 0.600 / -2.800 eV

Positions of all 10 atoms, in Å:
C: 0.745 -0.337 -1.033
N: 1.046 0.669 -0.131
O: 0.486 1.784 2.036
O: -2.113 1.137 1.988
S: -0.027 0.817 1.105
H: 0.231 -1.178 -0.518
H: 0.056 0.135 -1.708
H: 1.737 -0.591 -1.462
H: -1.585 1.692 2.553
H: 0.081 -0.551 1.737

---

no.,molecular weight (g/mol)
1,1125.0
2,638.4
3,593.4
4,90.1
5,422.2
6,203.2
7,545.6
8,131.2
9,95.1